Density functional theory data (ωB97M-V with the def2-TZVPD basis set) for a molecular structure, C63H53CaO2P2STe.

Each line ends with the Löwdin charge.
CARTESIAN COORDINATES (ANGSTROEM)
Te -2.262 2.175 -1.857  1.4157
Ca -0.635 0.165 0.057  1.0313
S 2.296 -0.070 0.119  0.9347
P 0.495 -2.477 1.055  1.0578
P 0.535 2.557 1.362  1.0474
O -1.767 -0.835 1.517  -0.5270
O 1.427 0.654 -0.924  -0.6828
C 5.362 -4.429 -2.675  -0.0913
C -2.580 -0.637 3.774  -0.0388
C -2.903 -0.941 2.311  -0.5809
C 0.807 -3.364 3.729  -0.0911
C -3.449 0.830 -4.320  -0.1371
C 0.739 -2.284 2.851  -0.3500
C 3.669 0.968 0.606  -0.2691
C -3.589 -0.529 -2.335  -0.1520
C -3.953 3.102 -1.011  -0.5175
C 3.017 -1.390 -0.817  -0.3375
C 5.977 2.261 1.536  -0.1468
C 0.855 3.987 -0.951  -0.1300
C -2.549 3.123 3.934  -0.0762
C -1.691 -4.092 1.816  -0.0980
C -5.028 2.377 -0.515  -0.1337
C 0.723 5.053 -1.824  -0.0750
C 2.294 2.911 1.753  -0.2703
C -4.200 -1.537 -3.065  -0.0713
C 0.177 2.676 4.168  -0.1020
C 4.791 3.999 2.483  -0.1460
C -3.218 0.661 -2.961  -0.5398
C 4.686 2.790 1.765  -0.0726
C 6.109 1.078 0.884  0.0033
C -1.806 -5.373 -0.639  -0.0816
C 3.738 -1.032 -1.940  -0.0692
C 1.151 -0.795 4.708  -0.0723
C 3.802 -3.609 -1.083  -0.0837
C -2.681 -5.031 1.568  -0.0686
C -0.058 6.146 -1.475  -0.0766
C -1.977 2.976 5.190  -0.0730
C 0.913 -1.000 3.358  -0.1128
C -0.745 -3.793 0.841  -0.3674
C -2.741 -5.674 0.342  -0.0816
C 4.934 0.453 0.430  -0.0546
C 1.206 -1.877 5.574  -0.0709
C 4.586 -3.234 -2.189  -0.1382
C 1.032 -3.162 5.080  -0.0686
C 2.925 -2.751 -0.399  -0.1390
C 2.189 -4.704 0.797  -0.0601
C 3.472 2.192 1.358  -0.1048
C -6.102 4.428 0.129  -0.0769
C -5.028 5.149 -0.364  -0.0778
C -4.013 -0.034 1.792  -0.0602
C 7.025 3.169 2.112  -0.0923
C -0.563 5.103 0.636  -0.0909
C -0.383 2.844 2.904  -0.3748
C 3.658 4.675 2.824  0.0077
C 2.438 4.108 2.438  -0.0803
C 3.157 -5.525 0.182  0.0051
C -4.060 -0.182 -5.045  -0.0738
C 0.213 4.005 0.290  -0.3850
C 6.232 4.330 2.752  -0.0934
C -4.437 -1.360 -4.420  -0.0715
C 2.025 -3.359 0.530  -0.2789
C 3.937 -4.982 -0.796  -0.1472
C -0.816 -4.440 -0.392  -0.1021
C -3.955 4.490 -0.946  -0.1537
C -0.698 6.168 -0.247  -0.0830
C -0.617 2.741 5.303  -0.0704
C 4.948 -5.588 -1.731  -0.0921
C -6.105 3.043 0.046  -0.0696
C 4.514 -1.954 -2.666  0.0034
C -1.759 3.044 2.799  -0.1261
H -4.916 -2.143 -4.990  0.1087
H -0.162 6.978 -2.158  0.1085
H 1.068 -4.011 5.750  0.1079
H 6.495 5.295 2.316  0.1254
H 4.518 -6.423 -2.285  0.1229
H 0.665 -4.374 3.369  0.0991
H 5.047 -0.493 -0.073  0.0983
H 3.677 5.611 3.363  0.1235
H 5.804 -5.981 -1.181  0.1237
H -3.126 5.060 -1.345  0.0800
H -4.958 -0.190 2.317  0.0865
H -1.833 -1.331 4.160  0.0628
H -6.946 2.479 0.425  0.1102
H -3.287 -1.977 2.256  0.1150
H 5.058 -1.633 -3.543  0.1212
H 6.434 -4.234 -2.634  0.1240
H 1.238 2.490 4.272  0.1006
H -3.160 1.749 -4.814  0.0956
H -3.613 3.282 3.832  0.1133
H -3.742 1.020 1.898  0.0622
H -5.036 1.295 -0.572  0.0820
H -6.943 4.944 0.572  0.1075
H -2.171 0.375 3.866  0.0602
H -2.593 3.033 6.078  0.1099
H -5.030 6.229 -0.311  0.1077
H -4.488 -2.457 -2.575  0.1105
H -3.469 -0.705 4.404  0.0825
H -0.087 -4.221 -1.166  0.1091
H -1.664 -3.584 2.768  0.0975
H -1.848 -5.870 -1.599  0.1043
H -2.233 3.129 1.824  0.0991
H 1.268 0.212 5.084  0.0893
H -1.302 7.019 0.038  0.1104
H 7.068 0.615 0.703  0.1233
H 1.488 -5.185 1.462  0.1023
H -3.512 -6.407 0.148  0.1043
H 0.833 -0.140 2.703  0.0572
H 1.454 3.130 -1.236  0.0913
H -3.409 -5.254 2.337  0.1091
H 7.639 2.639 2.841  0.1258
H 1.537 4.654 2.690  0.1084
H 3.211 -6.572 0.445  0.1203
H 1.377 -1.720 6.630  0.1064
H -0.168 2.607 6.277  0.1097
H -4.183 -0.241 0.734  0.0438
H -1.061 5.152 1.598  0.1012
H -3.406 -0.673 -1.273  0.0692
H 5.122 -4.649 -3.716  0.1248
H -4.245 -0.048 -6.102  0.1096
H 3.738 0.009 -2.239  0.1250
H 6.414 4.407 3.825  0.1256
H 1.224 5.026 -2.782  0.1100
H 7.698 3.520 1.328  0.1262

Results
* F_max: 0.69 eV/A
* energy above the lowest of the compared OMol25 structures with the same formula, charge and spin: 0.0000 eV
* HOMO level: -10.03 eV
* total charge: +1
* E: -125428.874 eV
* orbital gap: 7.734 eV